{"formula": "C4H10O2Yb", "method": "ωB97M-V/def2-TZVPD", "lumo_energy_ev": [-3.20, -4.31], "e_tot_ev": -39920.989, "charge": 1, "s_squared": 0.7505, "e_above_lowest_ev": 3.143, "homo_lumo_gap_ev": [6.67, 8.81], "largest_force_ev_per_a": 6.24, "spin_multiplicity": 2, "symbols": ["O", "C", "C", "O", "C", "Yb", "H", "H", "H", "H", "H", "H", "H", "C", "H", "H", "H"], "coordinates": [[-1.515, 0.849, -1.345], [-0.165, 0.690, -1.457], [-0.530, 0.607, -0.037], [-1.016, -0.551, 0.494], [-1.668, -0.449, 1.748], [-3.216, -0.949, -2.063], [0.337, 1.595, -1.823], [0.959, -0.097, -1.467], [-0.553, 1.528, 0.559], [1.352, 0.040, 0.238], [-1.556, -1.413, 2.257], [-1.247, 0.349, 2.376], [-2.734, -0.235, 1.579], [2.549, -0.412, -0.271], [3.220, 0.445, -0.417], [2.919, -0.860, 0.661], [2.862, -1.138, -1.032]]}

---

{"formula": "C22H19Cl2N3O", "method": "ωB97M-V/def2-TZVPD", "smiles": "C[C@](C#N)(Cc1cc(Cl)nc(Cl)c1)c1ccc2c(c1)=NC(=O)[C@H]1CCCCC=21", "lumo_energy_ev": -1.73, "e_tot_ev": -54682.210, "charge": 0, "homo_lumo_gap_ev": 6.40, "largest_force_ev_per_a": 5.75, "symbols": ["N", "O", "Cl", "Cl", "C", "N", "N", "C", "C", "C", "C", "C", "C", "C", "C", "C", "C", "C", "C", "C", "C", "C", "C", "C", "C", "C", "C", "C", "H", "H", "H", "H", "H", "H", "H", "H", "H", "H", "H", "H", "H", "H", "H", "H", "H", "H", "H"], "coordinates": [[-1.843, 5.014, -1.576], [-0.585, -4.201, -0.450], [3.690, 3.009, 0.367], [3.346, -1.327, -2.383], [-1.696, 3.879, -1.718], [-0.838, -2.039, -0.732], [3.304, 0.938, -1.154], [-0.514, -3.072, 0.074], [-0.246, -1.306, 1.904], [2.894, 2.182, -0.856], [2.654, 0.223, -2.044], [1.797, 2.736, -1.533], [1.450, 0.648, -2.657], [-0.905, 1.879, 0.272], [1.055, 2.010, -2.469], [-1.259, 1.537, -1.015], [-1.280, 0.110, -1.338], [-0.449, 0.988, 1.153], [-0.786, -0.803, -0.404], [-0.403, -0.359, 0.880], [-2.872, 2.152, -2.853], [0.168, -1.008, 3.333], [-0.449, -2.797, 1.577], [-0.237, 2.418, -3.175], [1.168, -2.081, 3.814], [0.424, -3.830, 2.289], [0.616, -3.553, 3.760], [-1.495, 2.503, -2.189], [1.606, 3.723, -1.393], [0.964, -0.068, -3.346], [-0.996, 2.941, 0.657], [-1.654, -0.382, -2.241], [-0.346, 1.375, 2.138], [-3.700, 2.394, -2.182], [-2.879, 1.089, -3.113], [-3.057, 2.878, -3.702], [0.400, 0.037, 3.589], [-0.679, -1.286, 3.981], [-1.439, -3.083, 1.892], [-0.524, 1.604, -3.864], [-0.096, 3.393, -3.689], [1.402, -1.842, 4.796], [2.026, -1.991, 3.172], [-0.106, -4.839, 2.184], [1.492, -3.834, 1.865], [1.235, -4.170, 4.224], [-0.357, -3.788, 4.156]]}

---

{"formula": "C10H16N4NiO3PS", "method": "ωB97M-V/def2-TZVPD", "lumo_energy_ev": [-4.23, -4.01], "e_tot_ev": -83895.656, "charge": 1, "homo_lumo_gap_ev": [7.31, 7.47], "largest_force_ev_per_a": 1.26, "symbols": ["Ni", "N", "C", "S", "N", "N", "C", "C", "C", "C", "C", "C", "N", "H", "H", "H", "H", "H", "H", "H", "C", "O", "P", "O", "C", "O", "C", "H", "H", "H", "H", "H", "H", "H", "H", "H"], "coordinates": [[0.063, -0.299, 0.245], [2.415, -1.035, -3.183], [1.462, -0.874, -2.255], [1.988, -0.890, -0.576], [0.226, -0.736, -2.685], [-0.582, -0.572, -1.596], [-1.848, -0.605, -1.734], [-2.607, -0.446, -0.488], [-3.986, -0.478, -0.450], [-4.626, -0.381, 0.776], [-3.867, -0.262, 1.928], [-2.489, -0.223, 1.809], [-1.865, -0.298, 0.632], [3.365, -1.216, -2.917], [2.140, -1.136, -4.146], [-2.324, -0.770, -2.694], [-4.544, -0.593, -1.370], [-5.706, -0.412, 0.829], [-4.323, -0.198, 2.905], [-1.856, -0.137, 2.679], [-0.639, 2.288, 3.066], [0.316, 2.564, 2.029], [1.110, 1.400, 1.286], [2.087, 0.742, 2.337], [3.091, 1.517, 3.045], [2.049, 2.275, 0.384], [1.515, 3.057, -0.708], [-0.556, 3.087, 3.796], [-0.427, 1.340, 3.562], [-1.642, 2.284, 2.644], [3.397, 0.921, 3.896], [2.669, 2.463, 3.381], [3.935, 1.695, 2.384], [2.359, 3.550, -1.175], [0.814, 3.797, -0.325], [1.029, 2.399, -1.429]]}

---

{"formula": "C25H16ClN2O4PRhS2", "method": "ωB97M-V/def2-TZVPD", "lumo_energy_ev": 1.93, "e_tot_ev": -83848.392, "charge": -1, "e_above_lowest_ev": 1.348, "homo_lumo_gap_ev": 7.32, "largest_force_ev_per_a": 0.71, "symbols": ["Rh", "Cl", "C", "C", "C", "C", "O", "C", "C", "O", "C", "H", "H", "H", "H", "O", "C", "O", "C", "P", "C", "C", "C", "C", "C", "C", "C", "C", "C", "C", "C", "C", "H", "H", "H", "H", "H", "H", "H", "H", "H", "H", "H", "H", "S", "C", "S", "C", "C", "N", "C", "N"], "coordinates": [[-0.180, -0.836, 0.522], [-4.333, -2.751, 6.542], [-3.632, -2.123, 5.070], [-4.229, -1.018, 4.440], [-3.699, -0.505, 3.292], [-2.517, -1.043, 2.687], [-2.074, -0.510, 1.620], [-1.948, -2.186, 3.339], [-0.821, -2.919, 2.829], [-0.159, -2.706, 1.818], [-2.521, -2.693, 4.524], [-5.115, -0.577, 4.879], [-4.155, 0.346, 2.802], [-0.526, -3.789, 3.443], [-2.061, -3.552, 4.999], [1.394, 1.531, 3.596], [1.152, 1.006, 2.524], [0.684, -0.181, 2.354], [1.431, 1.814, 1.235], [0.936, 0.888, -0.263], [-0.093, 2.063, -1.204], [0.027, 2.441, -2.535], [-0.915, 3.282, -3.115], [-1.985, 3.751, -2.375], [-2.118, 3.375, -1.044], [-1.183, 2.537, -0.466], [2.526, 0.489, -1.061], [3.490, -0.003, -0.175], [4.714, -0.449, -0.640], [4.994, -0.421, -2.000], [4.039, 0.046, -2.885], [2.811, 0.497, -2.421], [2.499, 2.028, 1.188], [0.922, 2.775, 1.275], [0.836, 2.083, -3.148], [-0.813, 3.554, -4.157], [-2.725, 4.394, -2.834], [-2.960, 3.720, -0.458], [-1.330, 2.212, 0.559], [3.269, -0.081, 0.883], [5.443, -0.834, 0.061], [5.945, -0.786, -2.367], [4.231, 0.036, -3.950], [2.071, 0.792, -3.148], [-1.511, -0.984, -1.348], [-0.260, -1.801, -2.201], [0.924, -2.165, -0.984], [-0.168, -2.046, -3.553], [0.999, -2.653, -4.092], [1.955, -3.144, -4.508], [-1.205, -1.626, -4.428], [-2.057, -1.277, -5.121]]}

---

{"formula": "C2H4N2", "method": "ωB97M-V/def2-TZVPD", "lumo_energy_ev": [0.61, -0.55], "e_tot_ev": -5112.754, "charge": 0, "s_squared": 2.0185, "e_above_lowest_ev": 2.087, "homo_lumo_gap_ev": [7.38, 9.36], "largest_force_ev_per_a": 5.54, "spin_multiplicity": 3, "symbols": ["C", "C", "N", "N", "H", "H", "H", "H"], "coordinates": [[-0.619, -1.479, 0.367], [-0.810, -0.211, 0.597], [0.845, 1.864, -0.575], [1.135, 0.720, -0.255], [-1.201, -2.333, 0.579], [0.363, -1.726, -0.247], [-1.206, 0.786, 0.794], [1.492, 2.380, -1.261]]}

---

{"formula": "C10H18N2O2S", "method": "ωB97M-V/def2-TZVPD", "lumo_energy_ev": 0.55, "e_tot_ev": -28569.798, "charge": 0, "e_above_lowest_ev": 2.741, "homo_lumo_gap_ev": 8.48, "largest_force_ev_per_a": 4.72, "symbols": ["C", "C", "C", "C", "C", "C", "C", "C", "C", "C", "N", "N", "O", "O", "S", "H", "H", "H", "H", "H", "H", "H", "H", "H", "H", "H", "H", "H", "H", "H", "H", "H", "H"], "coordinates": [[1.639, 2.485, 1.423], [1.479, 2.188, 0.031], [0.989, 1.708, 2.383], [0.597, 1.179, -0.340], [0.013, 0.701, 1.987], [-0.222, 0.515, 0.592], [-1.726, -0.363, -1.299], [-2.605, -0.563, 0.991], [-0.530, -1.770, 0.422], [-1.341, -0.476, 0.230], [-0.753, 0.123, 3.058], [3.413, -0.715, -2.735], [4.979, 0.164, -0.717], [3.010, -1.274, -0.404], [3.410, -0.059, -1.129], [2.257, 3.282, 1.741], [2.038, 2.836, -0.663], [1.308, 1.950, 3.441], [0.258, 0.760, -1.284], [5.361, -0.541, -0.307], [-2.213, 0.739, -1.459], [-2.535, -0.987, -1.541], [-0.935, -0.552, -1.986], [-3.423, -0.995, 0.358], [-2.462, -1.158, 1.869], [-2.845, 0.352, 1.297], [0.000, -1.811, 1.429], [0.214, -1.649, -0.330], [-1.189, -2.677, 0.438], [-0.786, -0.860, 2.870], [-0.246, 0.209, 3.939], [3.728, -0.107, -3.461], [3.492, -1.783, -3.007]]}